Density functional theory data (the ωB97M-V functional and the def2-TZVPD basis) for a single C3H9IN2 molecule.

Last column: natural (NBO) charge in e.
Element x y z (Å)
I: -0.04 2.92 1.19  0.128
N: 1.43 0.86 -0.47  -0.669
N: 0.51 0.95 0.57  -0.377
C: -1.16 -0.26 -1.10  -0.657
C: -0.57 -0.01 0.38  -0.055
C: 0.24 -1.28 0.90  -0.633
H: 1.25 -1.28 0.42  0.219
H: -0.37 -0.43 -1.89  0.215
H: 0.52 -1.10 1.96  0.213
H: -0.06 -2.30 0.91  0.213
H: -1.80 0.62 -1.37  0.212
H: 2.35 0.96 -0.10  0.385
H: 1.09 1.13 -1.38  0.363
H: -1.44 0.22 1.02  0.215
H: -1.96 -0.99 -1.03  0.228

Summary:
HOMO energy = -8.406 eV
Gap between HOMO and LUMO = 8.41 eV